Density functional theory data (ωB97M-V with the def2-TZVPD basis set) for a 2-piece molecular cluster, C4H10I2Si overall at a distorted geometry.

Geometry as XYZ:
```
17
C4H10I2Si (ωB97M-V with the def2-TZVPD basis set)
C 1.19765 -1.12790 0.13817
C -1.27845 -0.83939 -0.43036
C 0.35613 0.84576 -1.33994
C 0.02468 -0.10774 -0.18148
Si -0.11655 0.95435 1.40395
I 1.96419 2.04833 1.89956
I -1.24302 -0.45596 3.15689
H 0.99800 -2.09729 0.53763
H 1.70942 -1.39653 -0.77488
H 1.97035 -0.71810 0.77538
H -2.04361 -0.14511 -0.40453
H -1.54868 -1.43883 0.46877
H -1.23871 -1.21020 -1.38530
H 0.03780 0.41135 -2.23920
H -0.22959 1.64602 -1.19051
H 1.48769 1.13940 -1.49377
H -2.04729 2.49183 1.05962
```

Properties
- relative energy (zero: lowest compared OMol25 entry of this formula, charge and spin) (eV) = 4.1688
- Kohn-Sham gap (spin up / spin down) (eV) = 7.7491 / 7.7474

Results of the Mulliken charge analysis, in e, for atoms 1 through 8: number 1, C, carries -1.496; number 2, C, carries -1.838; number 3, C, carries -1.748; number 4, C, carries 1.445; number 5, Si, carries 0.052; number 6, I, carries -0.032; number 7, I, carries -0.091; number 8, H, carries 0.362

***

Density functional theory data (ωB97M-V with the def2-TZVPD basis set) for a 2-piece molecular cluster, C4H10I4Si2 overall at a distorted geometry.

Geometry as XYZ:
```
20
C4H10I4Si2 (ωB97M-V with the def2-TZVPD basis set)
C -0.98948 0.38728 1.49632
C -0.12945 0.20417 -1.55430
C 0.17921 -0.38435 0.89340
C 0.77799 0.34090 -0.32512
Si 2.52322 -0.32746 -0.71052
Si 4.35104 0.92597 -0.03020
I 5.77247 -3.26990 0.03491
I 6.30595 0.74631 -1.54136
I 5.07088 0.63322 2.33446
I 3.56975 3.30826 -0.22406
H -1.78016 0.53790 0.76765
H -0.66000 1.36283 1.85338
H -1.40926 -0.16190 2.33648
H -0.23324 -0.83779 -1.84737
H -1.12049 0.59369 -1.34380
H 0.27235 0.76456 -2.39671
H 0.93861 -0.51919 1.66800
H -0.15636 -1.37807 0.58778
H 0.84764 1.40679 -0.07515
H 2.61303 -1.74421 -1.04165
```

Properties
- relative energy (zero: lowest compared OMol25 entry of this formula, charge and spin) (eV) = 3.0881
- Kohn-Sham gap (spin up / spin down) (eV) = 8.2439 / 4.1304

Results of the Mulliken charge analysis, in e, for atoms 1 through 8: number 1, C, carries -1.245; number 2, C, carries -1.568; number 3, C, carries -0.589; number 4, C, carries 0.546; number 5, Si, carries 0.056; number 6, Si, carries 0.066; number 7, I, carries 0.000; number 8, I, carries -0.068

***

Density functional theory data (ωB97M-V with the def2-TZVPD basis set) for C4H10IN3O2S as an isolated structure at a distorted geometry.

Geometry as XYZ:
```
21
C4H10IN3O2S (ωB97M-V with the def2-TZVPD basis set)
C 1.72846 1.83205 0.05289
C -2.70620 -1.65540 -1.18852
C -1.94692 -1.93562 1.18339
C -2.29643 -1.16654 -0.03702
N 1.57181 0.69195 0.62172
N 2.44158 2.79938 0.70936
N 1.24293 2.16031 -1.17074
O 1.07919 -0.52779 -1.54856
O 1.59534 -1.73728 0.61570
S 0.72319 -0.53512 -0.13076
I -2.07562 0.94648 0.15867
H -2.82964 -2.71890 -1.31456
H -2.92947 -1.04165 -2.04285
H 2.46751 -1.39833 0.82747
H -2.41454 -1.50359 2.06782
H -0.86608 -1.93524 1.33545
H -2.27871 -2.96740 1.07615
H 2.59589 2.61436 1.68753
H 2.23755 3.75879 0.48205
H 1.02747 1.35548 -1.75157
H 1.63270 2.96405 -1.63365
```

Properties
- relative energy (zero: lowest compared OMol25 entry of this formula, charge and spin) (eV) = 1.0336
- Kohn-Sham gap (eV) = 9.0565

Results of the Mulliken charge analysis, in e, for atoms 1 through 8: number 1, C, carries 0.576; number 2, C, carries -0.768; number 3, C, carries -0.910; number 4, C, carries 0.221; number 5, N, carries -0.650; number 6, N, carries -0.468; number 7, N, carries -0.380; number 8, O, carries -0.766

***

Density functional theory data (ωB97M-V with the def2-TZVPD basis set) for a 2-piece molecular cluster, C4H10INO overall at a distorted geometry.

Geometry as XYZ:
```
17
C4H10INO (ωB97M-V with the def2-TZVPD basis set)
C -1.73176 2.20671 0.19266
C 0.26731 -2.29782 0.56064
C 1.66667 -0.36415 -0.21145
C -1.45485 0.89738 -0.38274
N 0.53520 -0.84053 0.48518
O -0.15422 0.14275 0.98785
I -3.17675 -0.35401 -0.30410
H -1.81540 2.20124 1.18813
H -0.82456 2.83864 0.10013
H -2.76702 2.65707 -0.28923
H 1.09387 -2.96278 0.70001
H -0.56680 -2.41323 1.24585
H -0.24510 -2.55667 -0.46167
H 1.35159 -0.35599 -1.38518
H 1.97653 0.71370 0.05282
H 2.48174 -0.92283 -0.16021
H -0.89818 0.81265 -1.20149
```

Properties
- relative energy (zero: lowest compared OMol25 entry of this formula, charge and spin) (eV) = 5.9373
- Kohn-Sham gap (spin up / spin down) (eV) = 8.1041 / 7.6484

Results of the Mulliken charge analysis, in e, for atoms 1 through 8: number 1, C, carries -1.169; number 2, C, carries -0.832; number 3, C, carries -0.955; number 4, C, carries -0.315; number 5, N, carries 0.362; number 6, O, carries -0.409; number 7, I, carries 0.031; number 8, H, carries 0.432

***

Density functional theory data (ωB97M-V with the def2-TZVPD basis set) for a 2-piece molecular cluster, C4H10N overall at a distorted geometry.

Geometry as XYZ:
```
15
C4H10N (ωB97M-V with the def2-TZVPD basis set)
C 2.53124 0.84551 0.23175
C 2.67924 -0.48694 0.29904
H 3.41169 1.47754 0.21410
H 1.75350 1.46292 0.75534
H 3.57706 -0.85109 0.65782
H 1.81991 -1.20995 0.41418
C -1.89984 0.64095 0.40866
C -1.32329 -1.12919 -1.06468
N -2.20357 -0.31364 -0.67697
H -1.56045 1.60279 -0.01538
H -2.86096 0.96489 0.92432
H -1.06955 0.36563 1.17647
H -0.23056 -0.81638 -0.82908
H -1.47946 -1.88901 -1.83755
H -3.14497 -0.66402 -0.65801
```

Properties
- relative energy (zero: lowest compared OMol25 entry of this formula, charge and spin) (eV) = 3.8365
- Kohn-Sham gap (eV) = 7.1160
- net charge = +1

Results of the Mulliken charge analysis, in e, for atoms 1 through 8: number 1, C, carries -0.427; number 2, C, carries -0.408; number 3, H, carries 0.256; number 4, H, carries 0.203; number 5, H, carries 0.296; number 6, H, carries 0.109; number 7, C, carries -0.768; number 8, C, carries -0.077

***

Density functional theory data (ωB97M-V with the def2-TZVPD basis set) for an isolated ion of composition C4H10N and charge +1 at a distorted geometry.

Geometry as XYZ:
```
15
C4H10N (ωB97M-V with the def2-TZVPD basis set)
C 1.36466 0.37518 0.87256
N 0.65298 -0.11696 -0.07588
C 1.29197 -1.19160 -0.76642
C -0.64732 0.42323 -0.56731
C -1.46242 1.04316 0.50121
H 1.10411 1.26124 1.33573
H 2.31820 -0.03308 1.03611
H 2.02172 -1.64359 -0.10631
H 1.53505 -0.75960 -1.78632
H 0.52855 -1.85900 -1.16926
H -0.23195 1.16637 -1.33812
H -1.07221 -0.41298 -1.20299
H -1.67074 0.43051 1.30431
H -0.91220 1.94702 0.85499
H -2.35918 1.37425 0.12070
```

Properties
- relative energy (zero: lowest compared OMol25 entry of this formula, charge and spin) (eV) = 1.7051
- Kohn-Sham gap (eV) = 11.6084
- net charge = +1

Results of the Mulliken charge analysis, in e, for atoms 1 through 8: number 1, C, carries -0.125; number 2, N, carries 0.124; number 3, C, carries -0.842; number 4, C, carries -0.104; number 5, C, carries -1.341; number 6, H, carries 0.269; number 7, H, carries 0.231; number 8, H, carries 0.309

***

Density functional theory data (ωB97M-V with the def2-TZVPD basis set) for a 2-piece molecular cluster, C4H10N overall at a distorted geometry.

Geometry as XYZ:
```
15
C4H10N (ωB97M-V with the def2-TZVPD basis set)
C 2.41981 -0.50665 -0.03988
C 1.68463 0.40601 0.55460
C -1.43009 -0.81012 0.43419
C -0.12107 1.25634 -0.21186
N -1.06772 0.23524 -0.70090
H 3.34514 -0.87422 0.36454
H 2.24822 -0.87717 -1.06897
H 2.07781 0.95634 1.29908
H -0.55522 -1.48713 0.54577
H -1.84583 -0.25000 1.26102
H -2.31682 -1.40113 -0.08993
H 0.40592 1.73439 -0.96401
H -0.42880 1.92523 0.67603
H -0.67697 -0.11699 -1.64097
H -1.97327 0.66607 -0.82785
```

Properties
- relative energy (zero: lowest compared OMol25 entry of this formula, charge and spin) (eV) = 4.3834
- Kohn-Sham gap (eV) = 10.5054
- net charge = +1

Results of the Mulliken charge analysis, in e, for atoms 1 through 8: number 1, C, carries -0.478; number 2, C, carries -0.237; number 3, C, carries -0.741; number 4, C, carries -0.836; number 5, N, carries -0.204; number 6, H, carries 0.285; number 7, H, carries 0.206; number 8, H, carries 0.416

***

Density functional theory data (ωB97M-V with the def2-TZVPD basis set) for an isolated ion of composition C4H10N and charge +1 at a distorted geometry.

Geometry as XYZ:
```
15
C4H10N (ωB97M-V with the def2-TZVPD basis set)
C 1.12262 -1.45758 -1.13757
C 1.14387 -0.80658 0.27839
C -0.23163 -0.26284 0.59518
C -0.39214 1.02453 0.23847
N -1.59956 1.79124 0.72945
H 0.11922 -1.70536 -1.49067
H 1.56940 -0.80397 -1.88061
H 1.64045 -2.41337 -1.07488
H 1.34555 -1.52642 1.06969
H 1.90576 -0.03547 0.23810
H -0.98027 -1.04696 0.62723
H -0.12249 1.28959 -0.77258
H -2.03277 1.30075 1.51254
H -2.25488 1.98210 -0.03097
H -1.23312 2.67033 1.09825
```

Properties
- relative energy (zero: lowest compared OMol25 entry of this formula, charge and spin) (eV) = 2.5094
- Kohn-Sham gap (eV) = 9.8792
- net charge = +1

Results of the Mulliken charge analysis, in e, for atoms 1 through 8: number 1, C, carries -1.066; number 2, C, carries -0.445; number 3, C, carries -0.165; number 4, C, carries -0.549; number 5, N, carries -0.225; number 6, H, carries 0.348; number 7, H, carries 0.336; number 8, H, carries 0.325

***

Density functional theory data (ωB97M-V with the def2-TZVPD basis set) for one molecule with the formula C4H10N2 at a distorted geometry.

Geometry as XYZ:
```
16
C4H10N2 (ωB97M-V with the def2-TZVPD basis set)
H 0.87008 -0.80523 -2.73232
N 0.50093 -0.96850 -1.80326
C 0.57766 0.12439 -1.11382
C 1.22445 1.44332 -1.45207
N -0.00881 0.18906 0.10891
C -0.44648 -0.99819 0.84143
C -1.48151 -0.55722 1.92958
H 1.92008 1.72763 -0.61504
H 1.74983 1.38543 -2.43842
H 0.48145 2.21879 -1.50095
H 0.42979 0.82966 0.75161
H -0.96705 -1.65991 0.11773
H 0.37794 -1.60331 1.20861
H -1.88587 -1.44763 2.42816
H -1.00711 0.12989 2.74720
H -2.33538 -0.00819 1.52263
```

Properties
- relative energy (zero: lowest compared OMol25 entry of this formula, charge and spin) (eV) = 0.4182
- Kohn-Sham gap (eV) = 9.8990

Results of the Mulliken charge analysis, in e, for atoms 1 through 8: number 1, H, carries 0.218; number 2, N, carries -0.727; number 3, C, carries 0.640; number 4, C, carries -1.087; number 5, N, carries -0.230; number 6, C, carries -0.489; number 7, C, carries -1.005; number 8, H, carries 0.270

***

Density functional theory data (ωB97M-V with the def2-TZVPD basis set) for a 2-piece molecular cluster, C4H10N2 overall at a distorted geometry.

Geometry as XYZ:
```
16
C4H10N2 (ωB97M-V with the def2-TZVPD basis set)
C 1.07388 0.22682 -1.84543
C 0.94508 -0.77556 1.10801
N 0.18085 -0.50768 -0.95350
C -0.90036 0.23982 0.94174
N -1.89459 0.67482 1.77082
C -0.93594 0.18527 -0.39513
H -0.04796 -1.42776 -1.31701
H -2.72279 1.11888 1.39025
H -1.63162 0.98586 2.69048
H -1.63862 0.67914 -1.06196
H 1.41409 1.12395 -1.32871
H 1.93369 -0.39875 -2.09546
H 0.58264 0.53009 -2.77732
H 1.47974 0.11489 1.40960
H 0.57205 -1.34780 1.94585
H 1.58986 -1.42199 0.51779
```

Properties
- relative energy (zero: lowest compared OMol25 entry of this formula, charge and spin) (eV) = 4.9130
- Kohn-Sham gap (eV) = 8.4830

Results of the Mulliken charge analysis, in e, for atoms 1 through 8: number 1, C, carries -0.900; number 2, C, carries -0.857; number 3, N, carries -0.246; number 4, C, carries 0.085; number 5, N, carries -0.418; number 6, C, carries -0.563; number 7, H, carries 0.254; number 8, H, carries 0.209

***

Density functional theory data (ωB97M-V with the def2-TZVPD basis set) for one molecule with the formula C4H10N2 at a distorted geometry.

Geometry as XYZ:
```
16
C4H10N2 (ωB97M-V with the def2-TZVPD basis set)
C -1.64659 -0.23903 0.26268
C -3.02178 0.13027 -0.12391
C 2.94324 0.05755 -0.20880
C 1.55315 -0.18840 0.36597
N -0.61939 0.70329 0.11877
N 0.74574 0.98308 0.15506
H -1.37275 -1.24890 0.50186
H -3.20045 1.19565 0.01045
H -3.73242 -0.43167 0.47967
H -3.21180 -0.11447 -1.17345
H 2.85379 0.35515 -1.24956
H 3.43380 0.85754 0.33676
H 3.55080 -0.84184 -0.14565
H 1.09206 -1.05793 -0.12808
H 1.62951 -0.41844 1.44021
H -1.03720 1.60366 -0.11675
```

Properties
- relative energy (zero: lowest compared OMol25 entry of this formula, charge and spin) (eV) = 3.1437
- Kohn-Sham gap (spin up / spin down) (eV) = 8.3299 / 8.3283

Results of the Mulliken charge analysis, in e, for atoms 1 through 8: number 1, C, carries 0.129; number 2, C, carries -1.084; number 3, C, carries -1.131; number 4, C, carries -0.215; number 5, N, carries 0.265; number 6, N, carries -0.959; number 7, H, carries 0.402; number 8, H, carries 0.300

***

Density functional theory data (ωB97M-V with the def2-TZVPD basis set) for a 2-piece molecular cluster, C4H10N2 overall at a distorted geometry.

Geometry as XYZ:
```
16
C4H10N2 (ωB97M-V with the def2-TZVPD basis set)
C 3.09134 0.00079 0.81906
C 2.25477 -0.17028 -0.21384
N 1.20996 0.74719 -0.59159
H 3.09826 0.76434 1.56065
H 3.94128 -0.71219 1.02396
H 2.09629 -1.11205 -0.75717
H 0.59958 1.22893 0.04181
H 0.73075 0.26667 -1.32133
C -2.78161 -0.92845 -0.68330
C -1.80683 -0.47080 0.12403
N -1.52945 0.89870 0.34969
H -3.49358 -0.24741 -1.09870
H -2.74170 -1.96184 -0.96682
H -1.02190 -1.10845 0.52705
H -2.24028 1.61331 -0.08875
H -1.40688 1.19152 1.27526
```

Properties
- relative energy (zero: lowest compared OMol25 entry of this formula, charge and spin) (eV) = 2.3125
- Kohn-Sham gap (eV) = 9.0356

Results of the Mulliken charge analysis, in e, for atoms 1 through 8: number 1, C, carries -0.738; number 2, C, carries 0.069; number 3, N, carries -0.561; number 4, H, carries 0.262; number 5, H, carries 0.205; number 6, H, carries 0.249; number 7, H, carries 0.265; number 8, H, carries 0.264